(1)
130
Properties=species:S:1:pos:R:3 method="wB97M-V/def2-TZVPD" total_energy_ha=-3692.7400 lumo_energy_ev=-0.34 homo_lumo_gap_ha=0.288 largest_force_ev_per_a=5.3
C -7.723 -1.870 2.883
O -6.352 -1.425 2.917
C -5.508 -2.321 2.085
B -4.797 -3.354 3.119
O -4.240 -3.010 4.398
O -4.755 -4.758 2.716
C -4.456 -1.311 1.352
C -3.696 -2.174 0.227
C -4.681 -2.798 -0.893
O -5.276 -3.889 -0.754
I -4.938 -1.683 -2.777
O -3.603 -0.815 2.401
C -2.421 -0.153 1.894
C -1.062 -1.012 1.944
C -1.101 -2.333 2.843
C 0.306 -3.107 2.533
C -0.023 -4.164 1.339
N -0.224 -5.568 1.843
C -1.589 -6.055 1.672
C -2.399 -6.114 0.303
O -2.174 -6.517 2.704
B -5.428 -0.147 0.690
C -5.063 1.429 0.617
O -6.699 -0.549 0.088
H -8.247 -1.645 1.880
H -8.284 -1.296 3.713
H -7.853 -2.987 3.140
H -6.227 -2.815 1.350
H -3.313 -3.340 4.378
H -5.633 -5.172 2.872
H -2.911 -1.577 -0.371
H -3.121 -3.076 0.659
H -2.250 0.766 2.575
H -2.519 0.268 0.837
H -0.249 -0.328 2.397
H -0.724 -1.197 0.857
H -1.125 -2.158 3.968
H -1.918 -3.021 2.446
H 1.011 -2.338 2.048
H 0.751 -3.605 3.455
H 0.843 -4.198 0.579
H -0.933 -3.815 0.720
H -0.094 -5.519 2.868
H -3.437 -5.635 0.466
H -2.621 -7.214 0.035
H -1.872 -5.642 -0.590
H -5.955 1.998 0.158
H -4.215 1.538 -0.165
H -4.683 1.883 1.589
H -7.436 -0.084 0.540
N 0.532 3.370 0.200
C -0.143 2.359 -0.389
N -0.480 2.580 -1.686
O -0.429 1.323 0.202
H 0.775 4.227 -0.265
H 0.799 3.243 1.164
H -0.985 1.850 -2.161
H -0.254 3.423 -2.186
N 4.266 4.530 2.637
C 3.042 5.112 2.696
N 3.039 6.382 3.167
O 2.021 4.536 2.351
H 5.116 4.986 2.915
H 4.308 3.586 2.292
H 2.147 6.847 3.226
H 3.865 6.874 3.456
N 4.014 -0.682 4.099
C 2.902 -1.286 4.598
N 3.118 -2.062 5.688
O 1.796 -1.140 4.102
H 4.931 -0.788 4.491
H 3.893 -0.097 3.289
H 2.314 -2.529 6.087
H 4.018 -2.195 6.110
N 1.720 -1.102 -1.752
C 1.329 -2.399 -1.815
N 1.936 -3.131 -2.785
O 0.496 -2.871 -1.058
H 2.403 -0.693 -2.364
H 1.290 -0.525 -1.043
H 1.671 -4.100 -2.862
H 2.623 -2.762 -3.416
N 1.492 -5.454 7.882
C 0.755 -4.326 8.033
N -0.220 -4.406 8.970
O 0.954 -3.315 7.374
H 1.345 -6.294 8.411
H 2.226 -5.434 7.193
H -0.789 -3.588 9.111
H -0.400 -5.226 9.521
N 3.000 4.944 -4.606
C 2.348 4.563 -3.483
N 2.606 3.293 -3.084
O 1.585 5.303 -2.874
H 3.629 4.346 -5.117
H 2.838 5.880 -4.937
H 2.138 2.972 -2.250
H 3.228 2.668 -3.566
N 2.461 1.698 -6.680
C 3.364 2.167 -7.575
N 3.574 1.356 -8.644
O 3.942 3.234 -7.433
H 1.976 0.825 -6.779
H 2.275 2.271 -5.871
H 4.239 1.668 -9.334
H 3.109 0.476 -8.780
N -0.304 3.176 4.725
C -1.449 3.623 4.157
N -2.573 3.389 4.882
O -1.469 4.192 3.077
H -0.265 2.705 5.610
H 0.553 3.331 4.215
H -3.445 3.707 4.492
H -2.577 2.923 5.771
N 0.052 3.554 -10.465
C 0.574 4.800 -10.327
N 1.740 4.853 -9.637
O 0.034 5.794 -10.787
H 0.480 2.725 -10.094
H -0.814 3.473 -10.971
H 2.158 5.760 -9.513
H 2.199 4.048 -9.251
N 8.002 2.049 -5.475
C 6.688 2.144 -5.796
N 6.358 1.617 -7.002
O 5.864 2.665 -5.056
H 8.693 1.626 -6.067
H 8.286 2.430 -4.587
H 5.388 1.671 -7.274
H 7.017 1.185 -7.623


(2)
112
Properties=species:S:1:pos:R:3 method="wB97M-V/def2-TZVPD" total_energy_ha=-2596.2974 lumo_energy_ev=2.02 homo_lumo_gap_ha=0.336 charge=-1 largest_force_ev_per_a=3.0
O 2.410 0.010 -2.235
C 1.531 0.051 -1.404
O 1.107 -0.901 -0.646
B 0.037 -0.411 0.240
O -0.071 1.011 -0.118
C 0.726 1.307 -1.134
O 0.757 2.327 -1.752
O 0.389 -0.606 1.654
C -0.648 -1.177 2.272
O -0.742 -1.490 3.410
C -1.701 -1.552 1.145
O -1.180 -1.220 0.016
O -2.799 -1.994 1.351
C 1.752 -0.264 -5.406
O 1.850 -0.504 -6.813
H 0.706 -0.282 -5.076
H 2.242 -1.097 -4.899
H 2.129 0.709 -5.108
H 1.501 -1.383 -6.976
C -5.141 -3.505 -1.313
C -5.016 -1.995 -1.145
O -5.254 -1.701 0.242
H -6.164 -3.877 -1.250
H -4.485 -4.076 -0.663
H -4.933 -3.679 -2.381
H -5.797 -1.468 -1.694
H -4.054 -1.565 -1.431
H -4.444 -1.881 0.754
C -0.333 -4.004 -2.021
C -0.753 -4.956 -0.840
O 0.368 -5.845 -0.658
H -1.140 -3.267 -2.068
H -0.255 -4.610 -2.921
H 0.630 -3.543 -1.818
H -1.543 -5.618 -1.194
H -0.989 -4.328 0.015
H 0.121 -6.722 -0.951
C -0.781 -3.934 5.237
C 0.497 -4.102 4.430
O 1.150 -5.341 4.806
H -1.188 -2.943 5.378
H -0.708 -4.385 6.234
H -1.479 -4.675 4.832
H 1.223 -3.312 4.615
H 0.311 -4.223 3.363
H 1.321 -5.878 4.033
C -1.592 2.369 -4.234
C -2.720 1.380 -4.054
O -3.494 1.653 -2.872
H -2.036 3.294 -4.621
H -0.858 2.128 -5.001
H -1.118 2.615 -3.287
H -2.305 0.369 -4.038
H -3.383 1.379 -4.922
H -4.248 2.147 -3.210
C 1.483 2.663 3.017
C 1.237 1.523 3.958
O 1.562 2.052 5.265
H 0.977 3.565 3.366
H 1.029 2.487 2.037
H 2.542 2.907 2.936
H 1.876 0.640 3.854
H 0.207 1.157 3.901
H 1.496 1.318 5.886
C 0.210 5.509 0.928
C -0.813 4.904 0.010
O -2.143 5.074 0.549
H 1.239 5.223 0.704
H 0.070 5.183 1.961
H 0.072 6.590 0.876
H -0.702 3.832 -0.176
H -0.825 5.406 -0.964
H -2.570 4.203 0.393
C -2.947 1.958 1.990
C -3.225 1.545 0.547
O -3.124 2.698 -0.304
H -3.864 2.339 2.444
H -2.283 2.822 1.936
H -2.545 1.168 2.619
H -4.232 1.141 0.415
H -2.521 0.799 0.166
H -3.156 2.370 -1.218
C 5.056 2.448 1.225
C 4.278 1.428 0.407
O 3.901 2.077 -0.798
H 4.410 3.330 1.262
H 5.960 2.813 0.740
H 5.269 2.000 2.196
H 3.377 1.117 0.945
H 4.971 0.615 0.165
H 3.649 1.475 -1.518
C 4.780 -1.693 -1.762
C 5.460 -2.926 -1.193
O 6.522 -3.283 -2.067
H 5.424 -0.888 -2.114
H 4.226 -1.274 -0.919
H 4.082 -1.903 -2.567
H 4.745 -3.756 -1.108
H 5.798 -2.795 -0.156
H 6.919 -4.104 -1.759
O 3.334 4.355 -2.346
H 3.344 3.705 -1.626
H 4.261 4.561 -2.498
O 1.148 4.049 -4.141
H 0.749 3.608 -3.377
H 1.958 4.447 -3.791
O -4.565 -1.179 3.681
H -4.138 -1.349 2.830
H -5.436 -0.836 3.456
O -2.633 -0.323 5.634
H -1.913 -0.792 5.199
H -3.389 -0.441 5.035


(3)
109
Properties=species:S:1:pos:R:3 method="wB97M-V/def2-TZVPD" relative_energy_kcal_mol=0.0 total_energy_ha=-3357.6646 lumo_energy_ev=0.54 homo_lumo_gap_ha=0.317 largest_force_ev_per_a=4.7
C 4.477 5.549 -2.991
O 3.171 5.358 -3.499
C 2.941 4.062 -4.026
C 1.955 3.288 -3.163
C 0.655 4.071 -2.937
C -0.461 3.614 -3.863
O -1.360 4.733 -4.142
S -2.709 4.647 -3.284
O -2.502 5.350 -2.043
O -3.553 5.646 -4.257
H 4.433 6.387 -2.300
H 4.823 4.655 -2.467
H 5.162 5.803 -3.806
H 2.531 4.190 -5.034
H 3.882 3.515 -4.125
H 1.758 2.314 -3.615
H 2.432 3.135 -2.194
H 0.342 4.012 -1.895
H 0.799 5.132 -3.133
H -1.051 2.803 -3.430
H -0.074 3.330 -4.839
H -4.415 5.220 -4.369
O -0.430 3.323 2.544
P -1.379 2.200 2.398
N -0.442 0.888 1.871
C -0.986 -0.367 1.383
C 0.790 0.652 2.619
N -2.410 2.731 1.133
C -2.551 1.980 -0.100
C -2.372 4.166 0.856
N -2.601 1.346 3.221
C -3.918 1.993 3.342
C -2.151 0.983 4.588
H -1.418 -0.992 2.177
H -0.179 -0.936 0.916
H -1.739 -0.222 0.618
H 0.625 0.043 3.517
H 1.236 1.597 2.923
H 1.516 0.134 1.988
H -1.596 1.823 -0.621
H -3.221 2.519 -0.774
H -3.028 1.014 0.076
H -1.517 4.448 0.235
H -2.326 4.744 1.777
H -3.283 4.457 0.331
H -3.873 3.011 3.740
H -4.542 1.398 4.010
H -4.432 2.023 2.386
H -2.008 1.865 5.222
H -1.210 0.436 4.545
H -2.881 0.326 5.059
O 4.192 0.072 -3.867
P 5.407 -0.762 -3.956
N 6.683 0.332 -4.177
C 8.038 -0.040 -4.542
C 6.697 1.472 -3.263
N 5.155 -1.647 -5.407
C 6.080 -1.568 -6.524
C 3.773 -1.670 -5.876
N 6.239 -2.018 -3.163
C 5.696 -3.383 -3.302
C 6.365 -1.733 -1.713
H 8.591 -0.520 -3.724
H 8.581 0.864 -4.824
H 8.070 -0.696 -5.403
H 7.195 1.240 -2.312
H 5.682 1.797 -3.045
H 7.222 2.312 -3.723
H 6.222 -0.545 -6.892
H 5.702 -2.176 -7.347
H 7.048 -1.998 -6.265
H 3.495 -0.759 -6.419
H 3.080 -1.789 -5.048
H 3.640 -2.525 -6.544
H 4.632 -3.448 -3.058
H 6.243 -4.040 -2.625
H 5.846 -3.757 -4.309
H 5.396 -1.736 -1.205
H 6.828 -0.758 -1.556
H 7.006 -2.478 -1.245
O -3.171 -2.703 4.846
P -4.428 -3.482 4.839
N -3.998 -5.027 4.299
C -4.948 -6.058 3.919
C -2.832 -5.620 4.949
N -5.361 -2.681 3.639
C -5.855 -3.371 2.461
C -4.887 -1.344 3.302
N -5.767 -3.880 5.814
C -6.796 -2.841 6.010
C -5.326 -4.331 7.155
H -5.473 -6.501 4.776
H -4.405 -6.859 3.413
H -5.689 -5.699 3.216
H -3.090 -6.130 5.887
H -2.090 -4.856 5.168
H -2.366 -6.350 4.285
H -5.057 -3.837 1.870
H -6.381 -2.661 1.822
H -6.596 -4.126 2.728
H -4.043 -1.362 2.602
H -4.568 -0.813 4.193
H -5.698 -0.768 2.848
H -6.381 -1.886 6.346
H -7.499 -3.193 6.766
H -7.358 -2.676 5.098
H -4.852 -3.528 7.727
H -4.614 -5.152 7.065
H -6.180 -4.703 7.720


(4)
115
Properties=species:S:1:pos:R:3 method="wB97M-V/def2-TZVPD" total_energy_ha=-7857.1451 lumo_energy_ev="0.23 / 0.23" multiplicity=3 s2=2.0157 homo_lumo_gap_ha="0.215 / 0.201" largest_force_ev_per_a=11.6
Ni -0.819 -0.924 -1.423
C -0.181 1.942 3.101
O -0.301 2.553 1.922
O -0.069 1.250 3.982
O 1.046 -1.376 -1.379
C -1.566 2.592 -0.689
S -2.792 1.502 -1.450
O -2.637 0.133 -0.857
C -4.278 2.222 -0.754
H -1.224 2.290 0.292
H -1.963 3.597 -0.675
H -0.729 2.494 -1.392
H -4.320 3.269 -1.067
H -4.149 2.328 0.300
H -5.193 1.693 -0.849
C -3.810 -1.970 0.873
S -2.147 -2.376 1.374
O -1.339 -2.432 0.032
C -1.637 -0.885 2.146
H -4.132 -2.638 0.096
H -3.994 -0.955 0.616
H -4.258 -2.329 1.803
H -0.626 -1.062 2.370
H -2.229 -0.509 2.950
H -1.513 -0.079 1.359
C 0.478 5.411 4.836
S 0.948 5.402 6.622
O -0.305 5.830 7.277
C 0.957 3.629 6.848
H 1.332 5.240 4.198
H 0.225 6.455 4.631
H -0.283 4.709 4.673
H 0.945 3.474 7.938
H 1.931 3.280 6.492
H 0.086 3.212 6.331
C -2.103 -1.201 6.637
S -2.188 0.562 6.150
O -3.038 0.557 4.916
C -3.347 1.170 7.332
H -3.129 -1.601 6.617
H -1.757 -1.310 7.652
H -1.524 -1.696 5.960
H -4.254 0.536 7.189
H -3.536 2.187 6.985
H -2.871 1.133 8.364
C 2.334 1.174 -2.257
S 1.103 0.404 -3.312
O -0.243 0.620 -2.730
C 1.201 1.492 -4.722
H 1.968 2.132 -1.867
H 3.319 1.241 -2.677
H 2.497 0.517 -1.420
H 2.046 1.263 -5.341
H 0.997 2.511 -4.335
H 0.339 1.180 -5.328
C 4.566 -5.118 -4.256
S 2.981 -4.227 -4.489
O 2.101 -5.048 -3.678
C 3.529 -2.820 -3.609
H 4.858 -4.943 -3.221
H 5.306 -4.753 -4.983
H 4.421 -6.195 -4.539
H 4.151 -2.175 -4.219
H 3.982 -3.121 -2.676
H 2.599 -2.266 -3.264
C 3.456 0.780 3.111
S 3.148 2.060 1.781
O 3.073 3.407 2.337
C 4.749 1.874 1.159
H 2.495 0.660 3.612
H 4.192 1.093 3.763
H 3.649 -0.149 2.590
H 4.778 0.926 0.586
H 5.490 1.948 1.948
H 4.889 2.746 0.537
C 4.536 6.832 -1.367
S 2.919 7.553 -1.206
O 2.935 8.669 -2.178
C 1.860 6.318 -1.968
H 4.456 5.765 -0.982
H 5.227 7.389 -0.694
H 4.830 6.891 -2.422
H 2.153 6.373 -3.048
H 0.859 6.665 -1.805
H 1.969 5.314 -1.524
C 3.602 -5.153 -0.181
S 3.434 -3.663 0.806
O 3.997 -2.415 0.221
C 1.627 -3.677 0.599
H 2.928 -5.200 -0.988
H 3.290 -5.948 0.557
H 4.598 -5.333 -0.536
H 1.320 -3.351 -0.372
H 1.239 -2.932 1.310
H 1.257 -4.711 0.826
C -0.675 -3.653 -4.688
S -0.955 -3.300 -2.961
O -1.685 -1.925 -2.961
C -2.284 -4.459 -2.550
H -0.327 -4.708 -4.758
H 0.069 -2.884 -5.027
H -1.572 -3.633 -5.275
H -1.904 -5.509 -2.538
H -3.108 -4.463 -3.390
H -2.682 -4.208 -1.566
C -5.242 -2.179 -4.237
S -6.472 -2.558 -3.005
O -5.884 -3.053 -1.797
C -7.169 -4.050 -3.862
H -4.545 -1.507 -3.769
H -5.673 -1.630 -5.074
H -4.712 -3.101 -4.483
H -6.272 -4.659 -4.144
H -7.870 -3.864 -4.688
H -7.753 -4.571 -3.101